Entry 1:
2 unconnected molecules or ions with the total composition C3H3FO2. Source: OMol25; level of theory: wB97M-V/def2-TZVPD.

Output
- E_HOMO (Eh) = -0.3871
- energy above the lowest of the compared OMol25 structures with the same formula, charge and spin (kcal per mole) = 106.3
- orbital gap (eV) = 8.93
- LUMO energy (eV) = -1.604
- net charge = 0

Positions of all 9 atoms, in Å:
C (0.423, -0.986, 0.340)
C (-0.196, 0.004, -0.765)
C (-0.450, 1.367, -0.142)
H (1.514, -0.941, 0.755)
H (0.003, -0.654, 1.381)
H (-1.729, 2.182, -0.285)
O (-0.271, -0.247, -2.048)
O (0.470, 1.458, 0.819)
F (0.237, -2.183, -0.056)

***

Entry 2:
A molecular structure, C5H4HgO7. Source: OMol25; level of theory: wB97M-V/def2-TZVPD.

Output
- E_HOMO (alpha / beta) (Eh) = -0.1322 / -0.1308
- energy above the lowest of the compared OMol25 structures with the same formula, charge and spin (kcal per mole) = 44.5
- orbital gap (alpha / beta) (eV) = 6.45 / 5.33
- 2S+1 = 2
- LUMO energy (alpha / beta) (eV) = 2.848 / 1.771
- net charge = -1

Positions of all 17 atoms, in Å:
O (-1.102, 1.720, -0.098)
C (-0.308, 1.876, 0.889)
O (0.628, 2.688, 0.913)
O (-2.388, 1.089, 2.190)
O (-1.129, 2.532, 3.369)
C (-1.467, 1.901, 2.388)
Hg (-2.398, 0.004, 0.193)
O (-0.346, -1.253, -0.333)
C (0.139, -1.448, -1.665)
C (1.585, -0.960, -1.577)
O (1.855, -0.996, -0.175)
C (0.704, -0.909, 0.526)
H (0.063, -2.518, -1.902)
H (-0.468, -0.868, -2.367)
H (1.702, 0.075, -1.928)
H (2.295, -1.613, -2.094)
O (0.632, -1.319, 1.672)

***

Entry 3:
2 unconnected molecules or ions with the total composition C2H2F7N3. Source: OMol25; level of theory: wB97M-V/def2-TZVPD.

Output
- E_HOMO (alpha / beta) (Eh) = -0.3161 / -0.4111
- orbital gap (alpha / beta) (eV) = 9.45 / 8.71
- 2S+1 = 3
- LUMO energy (alpha / beta) (eV) = 0.849 / -2.472
- net charge = 0

Positions of all 14 atoms, in Å:
C (-1.677, -1.666, 0.261)
C (1.746, -1.273, -0.327)
N (-0.413, -0.509, 1.874)
N (-1.205, -1.360, 1.529)
N (1.389, 0.088, -0.279)
F (-0.968, -2.679, -0.208)
F (-3.035, -1.939, 0.252)
F (-1.533, -0.594, -0.615)
F (3.064, -1.346, -0.387)
F (1.525, -1.949, 0.977)
F (1.215, -2.019, -1.241)
F (2.548, 0.786, 0.160)
H (-0.121, -0.671, 2.832)
H (0.643, 0.646, 0.244)

***

Entry 4:
8 unconnected molecules or ions with the total composition C6H27NO8. Source: OMol25; level of theory: wB97M-V/def2-TZVPD.

Output
- E_HOMO (Eh) = -0.3491
- energy above the lowest of the compared OMol25 structures with the same formula, charge and spin (kcal per mole) = 89.6
- structure (SMILES) = CCN(CC)C(C)=O.O.O.O.O.O.O.O
- orbital gap (eV) = 9.52
- LUMO energy (eV) = 0.018
- net charge = 0

Positions of all 42 atoms, in Å:
C (-1.046, 1.577, 2.493)
C (-0.156, 0.396, 2.368)
N (-0.579, -0.609, 1.482)
C (-1.505, -1.611, 1.823)
C (-2.813, -1.215, 1.094)
C (0.128, -0.763, 0.317)
C (-0.266, -1.572, -0.837)
O (1.247, -0.230, 0.249)
H (-0.546, 2.494, 2.917)
H (-1.556, 1.823, 1.458)
H (-2.011, 1.314, 2.955)
H (0.126, -0.110, 3.385)
H (0.825, 0.919, 1.995)
H (-1.084, -2.682, 1.615)
H (-1.546, -1.549, 2.966)
H (-3.058, -0.115, 1.348)
H (-2.659, -1.111, 0.068)
H (-3.623, -1.841, 1.509)
H (-0.880, -2.491, -0.524)
H (0.510, -1.855, -1.489)
H (-0.967, -0.858, -1.333)
O (-0.407, 3.300, -0.292)
H (-0.997, 3.872, -0.837)
H (-0.118, 2.603, -0.963)
O (1.819, -1.949, 2.707)
H (2.356, -1.883, 3.464)
H (1.484, -1.091, 2.223)
O (1.053, 2.384, -2.584)
H (1.933, 1.791, -2.701)
H (1.547, 3.043, -2.291)
O (2.749, -1.675, -1.780)
H (3.705, -1.466, -1.751)
H (2.442, -1.223, -0.988)
O (-0.998, -2.446, -3.543)
H (-0.230, -1.916, -3.859)
H (-0.872, -2.751, -2.634)
O (1.945, 2.776, 0.801)
H (2.120, 2.230, 0.040)
H (1.129, 3.327, 0.594)
O (0.430, 0.290, -4.167)
H (0.354, -0.276, -3.422)
H (0.016, 1.148, -3.876)

***

Entry 5:
A molecular structure, C12H10BrN3Re. Source: OMol25; level of theory: wB97M-V/def2-TZVPD.

Output
- E_HOMO (alpha / beta) (Eh) = -0.3048 / -0.2977
- orbital gap (alpha / beta) (eV) = 8.12 / 5.53
- 2S+1 = 4
- LUMO energy (alpha / beta) (eV) = -0.168 / -2.572
- net charge = 0

Positions of all 27 atoms, in Å:
C (1.797, 1.067, 1.981)
C (0.626, 1.639, 2.522)
C (-0.335, 0.580, 2.735)
H (0.396, 2.698, 2.672)
C (0.300, -0.672, 2.338)
C (1.611, -0.349, 1.851)
H (2.314, -1.079, 1.493)
H (2.688, 1.628, 1.699)
H (-1.323, 0.687, 3.155)
H (-0.157, -1.635, 2.433)
Re (0.023, 0.621, 0.732)
Br (-1.198, 2.571, -0.097)
C (0.273, -0.469, -3.028)
C (1.263, -1.220, -2.267)
C (1.862, -0.356, -1.331)
H (1.457, -2.293, -2.369)
C (1.285, 0.980, -1.508)
C (0.288, 0.861, -2.574)
H (-0.269, 1.690, -2.995)
H (-0.285, -0.903, -3.865)
H (2.707, -0.550, -0.645)
H (1.824, 1.905, -1.229)
N (-1.187, -0.843, -0.212)
C (-2.323, -1.192, -0.256)
N (-3.299, -1.916, -0.511)
C (-4.579, -1.747, -0.389)
N (-5.757, -1.703, -0.336)

***

Entry 6:
2 unconnected molecules or ions with the total composition C3H6O3. Source: OMol25; level of theory: wB97M-V/def2-TZVPD.

Output
- E_HOMO (alpha / beta) (Eh) = -0.5123 / -0.5122
- energy above the lowest of the compared OMol25 structures with the same formula, charge and spin (kcal per mole) = 17.4
- orbital gap (alpha / beta) (eV) = 7.27 / 3.73
- 2S+1 = 2
- LUMO energy (alpha / beta) (eV) = -6.671 / -10.209
- net charge = +1

Positions of all 12 atoms, in Å:
O (-2.771, 0.625, 0.687)
C (-1.780, 1.056, 0.144)
C (-1.165, 2.362, 0.278)
H (-1.465, 0.305, -0.626)
H (-1.866, 3.012, 0.802)
H (-0.976, 2.888, -0.660)
H (-0.149, 2.136, 0.647)
O (2.023, -2.287, -1.600)
C (1.816, -2.144, -0.442)
O (2.434, -2.812, 0.542)
H (1.051, -1.540, 0.071)
H (2.850, -3.600, 0.156)

***

For reference, largest force on an atom by record: 7.89; 6.38; 4.62; 6.94; 7.55; 2.08 eV/A.
For reference, E_tot by record: -366.27872; -873.01079; -940.52414; -901.38440; -3279.69195; -343.22999 Eh.